Entry 1:
ORCA calculation (wB97M-V/def2-TZVPD) on C41H36FIrN4O5S5 as an isolated structure.

The HOMO-LUMO gap is 3.22 eV. The total energy comes out at -119030.60946 eV. As for the relative energy (zero: lowest compared OMol25 entry of this formula, charge and spin): 1.5945 eV. The calculation puts the HOMO energy at -0.18993 hartree.

Structure (XYZ):
```
93
C41H36FIrN4O5S5, DFT wB97M-V/def2-TZVPD
Ir 1.970 -0.097 2.167
O 0.864 1.292 8.698
C 1.075 1.065 7.535
S 2.620 0.469 6.906
C 2.142 0.394 5.222
C 0.885 0.767 4.932
S 0.225 0.756 3.304
S -0.135 1.287 6.256
S 3.304 -0.138 4.022
F -4.103 -1.034 -0.143
C -3.335 0.046 -0.454
C -2.016 0.019 -0.119
C -1.224 1.147 -0.340
C 0.180 1.105 0.075
O 0.625 0.005 0.463
C 0.900 2.332 -0.013
C 0.297 3.378 -0.628
N -0.994 3.410 -1.066
C -1.507 4.590 -1.714
C -1.173 5.929 -1.142
C -2.570 5.397 -1.023
C -1.787 2.292 -0.908
C -3.132 2.267 -1.307
C -3.930 1.161 -1.066
N -5.301 1.213 -1.443
C -6.102 2.282 -0.887
C -6.796 1.850 0.401
N -7.658 0.656 0.087
C -6.843 -0.481 -0.478
C -6.084 0.025 -1.702
C 2.312 2.570 0.547
O 2.972 3.439 -0.024
O 2.588 1.934 1.597
H -1.576 -0.853 0.351
H 0.871 4.283 -0.777
H -1.565 4.510 -2.794
H -0.971 6.730 -1.837
H -0.580 5.956 -0.238
H -3.352 5.833 -1.631
H -2.881 5.060 -0.043
H -3.554 3.115 -1.826
H -6.856 2.595 -1.621
H -5.482 3.148 -0.668
H -7.439 2.626 0.815
H -6.072 1.531 1.150
H -8.359 0.935 -0.603
H -8.161 0.347 0.919
H -7.529 -1.291 -0.721
H -6.164 -0.797 0.308
H -6.806 0.266 -2.494
H -5.454 -0.776 -2.077
O 3.776 -0.678 1.081
S 4.013 -1.847 0.137
C 5.596 -1.395 -0.613
C 5.587 -0.164 -1.467
C 5.800 -0.285 -2.838
C 5.780 0.834 -3.657
C 5.535 2.084 -3.105
C 5.310 2.211 -1.741
C 5.339 1.093 -0.920
C 2.887 -1.660 -1.277
C 2.347 -2.996 -1.703
C 3.177 -3.957 -2.274
C 2.680 -5.207 -2.609
C 1.344 -5.508 -2.380
C 0.511 -4.551 -1.821
C 1.011 -3.302 -1.483
H 5.903 -2.276 -1.181
H 6.248 -1.302 0.258
H 5.994 -1.264 -3.266
H 5.956 0.729 -4.720
H 5.515 2.962 -3.740
H 5.079 3.174 -1.305
H 5.143 1.198 0.140
H 3.400 -1.128 -2.079
H 2.098 -1.027 -0.873
H 4.222 -3.730 -2.455
H 3.338 -5.952 -3.039
H 0.958 -6.491 -2.616
H -0.524 -4.792 -1.615
H 0.375 -2.566 -1.003
N -0.281 -7.141 2.316
C 0.099 -6.057 2.402
C 0.533 -4.693 2.495
C 1.877 -4.375 2.671
C 2.278 -3.049 2.692
C 1.383 -1.982 2.495
C 0.023 -2.345 2.396
C -0.398 -3.660 2.389
H 2.602 -5.170 2.794
H 3.320 -2.825 2.887
H -0.719 -1.558 2.361
H -1.452 -3.903 2.298
```

=====

Entry 2:
ORCA calculation (wB97M-V/def2-TZVPD) on one molecule with the formula C4H7BrO.

The structure (SMILES) is C[C@@H](O)/C=C/Br. The HOMO-LUMO gap is 10.21 eV. The total energy comes out at -76348.73993 eV. As for the relative energy (zero: lowest compared OMol25 entry of this formula, charge and spin): 2.4856 eV. The calculation puts the HOMO energy at -0.34740 hartree.

Structure (XYZ):
```
13
C4H7BrO, DFT wB97M-V/def2-TZVPD
C -1.424 -0.302 0.335
C -2.458 -0.380 -0.444
C 1.119 0.536 0.395
C 0.309 -0.423 -0.345
O 0.802 -1.659 -0.239
Br -4.280 -0.045 -0.001
H -1.391 0.074 1.338
H -2.462 -0.742 -1.390
H 1.219 0.182 1.438
H 0.662 1.639 0.441
H 2.208 0.825 0.144
H 0.031 -0.331 -1.447
H 0.956 -2.014 0.722
```

=====

Entry 3:
ORCA calculation (wB97M-V/def2-TZVPD) on C51H55KN6P3Se2 as an isolated structure.

The charge is -1. The HOMO-LUMO gap is 5.81 eV. The total energy comes out at -237609.51496 eV. As for the relative energy (zero: lowest compared OMol25 entry of this formula, charge and spin): 0.2999 eV. The calculation puts the HOMO energy at -0.13455 hartree.

Structure (XYZ):
```
118
C51H55KN6P3Se2, DFT wB97M-V/def2-TZVPD
K -1.003 0.655 1.214
C -3.272 2.145 4.415
C -2.306 1.483 5.406
C -3.077 1.111 6.674
P -1.374 0.188 4.431
C 0.141 -0.238 5.443
C 0.880 -1.335 4.666
C 0.042 -0.610 6.920
C -2.405 -1.319 4.443
C -2.838 -1.913 5.635
C -3.568 -3.090 5.694
C -4.033 -3.670 7.006
C -3.874 -3.697 4.471
C -3.472 -3.157 3.272
C -2.717 -1.945 3.187
N -2.343 -1.397 2.023
C -2.402 -2.077 0.817
C -1.575 -3.191 0.540
C -0.706 -3.767 1.624
C -1.498 -3.693 -0.754
C -2.192 -3.123 -1.815
C -2.022 -3.632 -3.225
C -3.001 -2.028 -1.538
C -3.119 -1.502 -0.254
C -3.966 -0.280 -0.028
H -3.837 2.946 4.901
H -3.990 1.409 4.040
H -2.749 2.564 3.555
H -1.531 2.213 5.672
H -3.911 0.451 6.430
H -3.489 2.017 7.131
H -2.462 0.614 7.422
H 0.734 0.682 5.372
H 0.289 -2.255 4.655
H 1.846 -1.555 5.130
H 1.060 -1.039 3.629
H -0.525 -1.531 7.061
H -0.419 0.180 7.513
H 1.046 -0.781 7.322
H -2.592 -1.436 6.575
H -3.519 -3.197 7.846
H -3.837 -4.745 7.065
H -5.108 -3.531 7.163
H -4.450 -4.620 4.462
H -3.739 -3.654 2.345
H -0.186 -2.963 2.153
H 0.035 -4.450 1.204
H -1.289 -4.303 2.378
H -0.839 -4.538 -0.944
H -1.808 -4.702 -3.240
H -1.195 -3.122 -3.733
H -2.917 -3.457 -3.823
H -3.544 -1.552 -2.350
H -4.603 -0.094 -0.895
H -3.366 0.632 0.086
H -4.583 -0.364 0.868
Se -0.483 1.020 -6.546
P 0.956 1.280 -5.029
C 1.853 2.838 -5.268
C 1.344 4.004 -4.702
C 1.932 5.229 -4.985
C 3.034 5.294 -5.828
C 3.536 4.134 -6.403
C 2.940 2.911 -6.135
C 2.198 -0.049 -5.041
C 3.513 0.152 -4.646
C 4.399 -0.919 -4.604
C 3.976 -2.189 -4.959
C 2.664 -2.389 -5.375
C 1.780 -1.325 -5.420
C 0.285 1.366 -3.352
C 0.727 1.235 -2.010
N -0.353 1.400 -1.234
N -1.388 1.635 -2.027
N -1.032 1.632 -3.290
P 2.221 0.812 -1.095
Se 2.155 1.198 0.989
C 3.561 1.766 -1.857
C 4.853 1.248 -1.972
C 5.873 2.034 -2.480
C 5.617 3.344 -2.870
C 4.341 3.868 -2.738
C 3.317 3.083 -2.222
C 2.487 -0.964 -1.361
C 1.589 -1.728 -2.092
C 1.731 -3.107 -2.144
C 2.772 -3.731 -1.475
C 3.668 -2.971 -0.729
C 3.513 -1.597 -0.655
H 0.482 3.951 -4.047
H 1.529 6.132 -4.544
H 3.494 6.250 -6.043
H 4.389 4.180 -7.069
H 3.316 2.012 -6.607
H 3.859 1.137 -4.384
H 5.421 -0.753 -4.285
H 4.664 -3.024 -4.913
H 2.329 -3.378 -5.663
H 0.758 -1.466 -5.753
H 5.052 0.223 -1.697
H 6.870 1.623 -2.579
H 6.413 3.955 -3.278
H 4.133 4.886 -3.041
H 2.320 3.494 -2.116
H 0.754 -1.258 -2.602
H 1.007 -3.690 -2.701
H 2.874 -4.809 -1.512
H 4.464 -3.451 -0.175
H 4.155 -1.017 -0.004
N -2.702 3.460 -0.213
C -3.714 4.328 -0.061
C -3.460 5.053 1.084
C -2.242 4.532 1.550
N -1.779 3.567 0.761
H -2.504 2.811 -0.989
H -4.530 4.358 -0.764
H -4.070 5.828 1.514
H -1.681 4.814 2.428
```

=====

Entry 4:
ORCA calculation (wB97M-V/def2-TZVPD) on C6H10O as an isolated structure.

The HOMO-LUMO gap is 10.05 eV. The total energy comes out at -8428.80022 eV. As for the relative energy (zero: lowest compared OMol25 entry of this formula, charge and spin): 2.4401 eV. The calculation puts the HOMO energy at -0.32787 hartree.

Structure (XYZ):
```
17
C6H10O, DFT wB97M-V/def2-TZVPD
C 2.270 -0.174 -0.123
C 1.109 0.758 0.219
C -0.090 0.022 0.776
O -1.172 0.913 1.151
C -2.103 0.155 0.410
C -1.781 0.083 -1.027
C -0.964 -0.799 -0.161
H 1.993 -0.888 -0.907
H 2.594 -0.747 0.755
H 3.133 0.397 -0.483
H 0.801 1.322 -0.671
H 1.420 1.496 0.966
H 0.193 -0.556 1.669
H -2.682 -0.620 0.868
H -2.520 -0.428 -1.636
H -1.322 0.948 -1.487
H -0.880 -1.882 -0.320
```

=====

Entry 5:
ORCA calculation (wB97M-V/def2-TZVPD) on one molecule with the formula BrH2OP.

The structure (SMILES) is OPBr. The HOMO-LUMO gap is 7.99 eV. The total energy comes out at -81410.61621 eV. As for the relative energy (zero: lowest compared OMol25 entry of this formula, charge and spin): 1.0316 eV. The calculation puts the HOMO energy at -0.35417 hartree.

Structure (XYZ):
```
5
BrH2OP, DFT wB97M-V/def2-TZVPD
O -0.902 0.609 0.187
P -0.260 -0.868 0.163
Br 2.365 0.140 -0.072
H -0.415 1.227 0.799
H -0.789 -1.109 -1.077
```

=====

Entry 6:
ORCA calculation (wB97M-V/def2-TZVPD) on C17H17N4OPd as an isolated structure.

The charge is +1. The HOMO-LUMO gap is 6.37 eV. The total energy comes out at -29384.17545 eV. As for the relative energy (zero: lowest compared OMol25 entry of this formula, charge and spin): 3.6899 eV. The calculation puts the HOMO energy at -0.38754 hartree.

Structure (XYZ):
```
40
C17H17N4OPd, DFT wB97M-V/def2-TZVPD
Pd -1.263 0.622 0.486
C -2.633 -4.486 0.276
C -2.676 -3.115 0.447
N -1.568 -2.455 0.122
C -0.472 -3.044 -0.340
C -0.315 -4.389 -0.534
C -1.470 -5.105 -0.204
C 0.957 -4.910 -1.030
C 2.056 -4.188 -1.277
C 2.404 -2.750 -1.160
C 3.721 -2.413 -1.458
C 4.163 -1.101 -1.392
C 3.251 -0.131 -1.034
N 1.978 -0.406 -0.743
C 1.589 -1.658 -0.799
H -3.501 -5.080 0.517
H -3.521 -2.552 0.818
H -1.469 -6.182 -0.322
H 1.005 -5.977 -1.207
H 2.899 -4.766 -1.640
H 4.409 -3.199 -1.744
H 5.186 -0.843 -1.621
H 3.535 0.913 -0.976
N 0.239 -1.870 -0.467
C -0.801 -1.075 0.058
C -2.852 4.842 1.923
N -1.567 4.815 1.228
C -0.844 6.070 1.055
C -1.097 3.650 0.793
C 0.247 3.611 0.121
O -1.788 2.616 0.946
H -2.906 5.749 2.519
H -2.939 3.975 2.572
H -3.678 4.826 1.212
H -1.558 6.888 1.095
H -0.350 6.107 0.087
H -0.102 6.216 1.842
H 0.999 4.143 0.702
H 0.186 4.081 -0.862
H 0.548 2.573 -0.007
```

=====

Entry 7:
ORCA calculation (wB97M-V/def2-TZVPD) on one molecule with the formula C6H16Si.

The structure (SMILES) is C[SiH2]CC(C)(C)C. The HOMO-LUMO gap is 10.26 eV. The total energy comes out at -14356.68295 eV. As for the relative energy (zero: lowest compared OMol25 entry of this formula, charge and spin): 2.7413 eV. The calculation puts the HOMO energy at -0.34329 hartree.

Structure (XYZ):
```
23
C6H16Si, DFT wB97M-V/def2-TZVPD
C 0.865 -0.132 1.664
C 1.310 -1.319 -0.492
C 2.248 0.976 -0.060
C -2.667 -0.767 0.797
C -0.446 1.016 -0.361
C 1.092 0.057 0.149
Si -1.920 -0.112 -0.836
H 1.496 -0.866 1.923
H -0.179 -0.435 1.768
H 0.869 0.802 2.357
H 2.375 -1.509 -0.483
H 0.915 -2.143 0.051
H 1.113 -1.298 -1.535
H 1.965 1.834 0.646
H 3.325 0.543 0.344
H 2.297 1.383 -1.065
H -3.713 -0.816 0.520
H -2.385 -1.856 0.976
H -2.500 -0.397 1.793
H -0.701 1.689 0.589
H -0.231 1.705 -1.083
H -2.634 0.960 -1.604
H -1.570 -1.325 -1.548
```

=====

Entry 8:
ORCA calculation (wB97M-V/def2-TZVPD) on C13H15NSTi as an isolated structure.

Its expectation value of S² is 0.755. The charge is -1. The HOMO-LUMO gap (alpha / beta) is 5.47 / 6.92 eV. The total energy comes out at -49166.04342 eV. The calculation puts the HOMO energy (alpha / beta) at -0.08553 / -0.13885 hartree. As for the spin multiplicity: 2.

Structure (XYZ):
```
31
C13H15NSTi, DFT wB97M-V/def2-TZVPD
C -0.858 0.954 -1.858
C 0.544 0.824 -2.181
C 1.282 1.740 -1.359
C 0.346 2.441 -0.520
C -0.979 1.944 -0.813
Ti 0.145 0.196 0.006
N -1.218 -1.128 0.357
C -0.392 -2.269 0.030
C 0.886 -1.706 -0.615
H 2.357 1.912 -1.399
H 0.963 0.178 -2.949
H 0.582 3.267 0.148
H -1.911 2.317 -0.391
H -1.682 0.456 -2.364
H 0.890 -1.841 -1.706
H -0.922 -2.949 -0.669
H -2.104 -1.325 0.814
H 1.817 -2.067 -0.167
H -0.158 -2.891 0.922
S 0.714 0.853 2.241
C 0.464 -0.544 3.250
C 1.529 -1.445 3.469
C 1.365 -2.521 4.334
C 0.146 -2.713 4.998
C -0.919 -1.832 4.772
C -0.767 -0.753 3.906
H 2.468 -1.270 2.945
H 2.193 -3.212 4.494
H 0.027 -3.550 5.688
H -1.873 -1.987 5.279
H -1.582 -0.057 3.710
```

=====

Entry 9:
ORCA calculation (wB97M-V/def2-TZVPD) on one molecule with the formula C4H7OP.

The structure (SMILES) is C=CP(C)C=O. The HOMO-LUMO gap is 9.27 eV. The total energy comes out at -15595.06893 eV. As for the relative energy (zero: lowest compared OMol25 entry of this formula, charge and spin): 2.3681 eV. The calculation puts the HOMO energy at -0.31783 hartree.

Structure (XYZ):
```
13
C4H7OP, DFT wB97M-V/def2-TZVPD
C -0.700 2.440 0.079
C -0.597 1.292 -0.505
C 2.015 -0.579 0.009
C -0.744 -1.816 0.120
O 2.889 0.121 -0.366
P 0.182 -0.147 0.501
H -1.176 3.327 -0.310
H -0.269 2.720 0.998
H -0.946 1.006 -1.443
H -0.159 -2.717 -0.190
H -1.586 -1.851 -0.607
H -1.142 -2.184 1.078
H 2.234 -1.612 0.634
```

=====

Entry 10:
ORCA calculation (wB97M-V/def2-TZVPD) on one molecule with the formula C5H10O.

The HOMO-LUMO gap is 4.95 eV. The total energy comes out at -7386.69719 eV. As for the relative energy (zero: lowest compared OMol25 entry of this formula, charge and spin): 8.0681 eV. The calculation puts the HOMO energy at -0.24829 hartree.

Structure (XYZ):
```
16
C5H10O, DFT wB97M-V/def2-TZVPD
O -1.223 -1.648 0.209
C -1.997 -0.368 0.136
C -1.154 0.840 0.055
C 0.166 0.822 -0.623
C 1.447 0.595 0.232
C 1.982 -0.794 0.151
H -2.647 -0.597 -0.761
H -1.603 1.854 0.272
H -2.650 -0.432 0.975
H 0.300 0.053 -1.344
H 0.316 1.789 -1.126
H 1.816 1.548 0.454
H 0.878 0.103 0.932
H 2.784 -1.032 -0.627
H 1.877 -1.514 0.925
H -0.294 -1.217 0.140
```

=====

Entry 11:
ORCA calculation (wB97M-V/def2-TZVPD) on C9H21CoF5OP2 as an isolated structure.

Its expectation value of S² is 3.775. The HOMO-LUMO gap (alpha / beta) is 5.36 / 8.13 eV. The total energy comes out at -81508.28949 eV. As for the relative energy (zero: lowest compared OMol25 entry of this formula, charge and spin): 0.0000 eV. The calculation puts the HOMO energy (alpha / beta) at -0.17435 / -0.33037 hartree. As for the spin multiplicity: 4.

Structure (XYZ):
```
39
C9H21CoF5OP2, DFT wB97M-V/def2-TZVPD
Co 1.133 0.006 -1.351
H 0.217 -0.208 0.349
H -0.770 0.440 3.308
P 0.166 -1.743 -0.801
P 0.201 1.810 -1.139
C 1.377 3.030 -0.422
H 1.192 4.013 -0.866
H 1.240 3.073 0.668
H 2.405 2.711 -0.643
C -0.266 2.668 -2.692
H -1.280 2.362 -2.978
H -0.218 3.755 -2.548
H 0.434 2.361 -3.475
C -1.285 2.144 -0.094
H -1.034 1.986 0.966
H -1.624 3.181 -0.240
H -2.093 1.453 -0.373
C -0.233 -2.685 -2.342
H -0.065 -3.758 -2.192
H -1.277 -2.512 -2.622
H 0.408 -2.334 -3.157
C 1.278 -2.956 0.018
H 1.072 -2.957 1.093
H 1.111 -3.958 -0.396
H 2.321 -2.667 -0.148
C -1.409 -2.012 0.121
H -2.231 -1.546 -0.431
H -1.599 -3.089 0.247
H -1.319 -1.540 1.107
C 2.815 -0.031 -1.160
O 3.973 -0.051 -0.949
H -0.057 0.071 -2.242
F -0.030 2.224 3.940
C -0.380 0.922 4.199
F 0.705 0.246 4.694
C -1.531 0.876 5.238
F -1.139 1.384 6.441
F -2.601 1.592 4.792
F -1.928 -0.415 5.428
```

=====

Entry 12:
ORCA calculation (wB97M-V/def2-TZVPD) on one molecule with the formula C5H12O2.

The structure (SMILES) is CCOC[C@@H](C)O. The HOMO-LUMO gap is 10.92 eV. The total energy comes out at -9473.96521 eV. As for the relative energy (zero: lowest compared OMol25 entry of this formula, charge and spin): 1.1705 eV. The calculation puts the HOMO energy at -0.36149 hartree.

Structure (XYZ):
```
19
C5H12O2, DFT wB97M-V/def2-TZVPD
C 1.367 0.063 -0.018
C 0.339 -0.338 1.086
C -1.634 0.740 0.288
C 2.618 -0.813 0.079
C -2.563 0.525 -0.898
O -0.963 -0.474 0.577
O 0.783 -0.026 -1.295
H 0.162 -0.767 -1.275
H 1.658 1.114 0.098
H 0.367 0.382 1.913
H 0.593 -1.325 1.476
H -0.915 1.534 0.053
H -2.208 1.047 1.175
H 2.358 -1.859 -0.066
H 3.328 -0.522 -0.691
H 3.084 -0.694 1.053
H -3.188 -0.350 -0.721
H -3.199 1.396 -1.029
H -1.988 0.367 -1.805
```

=====

Number 1: largest force on an atom 0.014 hartree/bohr. Number 2: largest force on an atom 0.102 hartree/bohr. Number 3: largest force on an atom 0.011 hartree/bohr. Number 4: largest force on an atom 0.047 hartree/bohr. Number 5: largest force on an atom 0.055 hartree/bohr. Number 6: largest force on an atom 0.003 hartree/bohr. Number 7: largest force on an atom 0.102 hartree/bohr. Number 8: largest force on an atom 0.034 hartree/bohr. Number 9: largest force on an atom 0.074 hartree/bohr. Number 10: largest force on an atom 0.103 hartree/bohr. Number 11: largest force on an atom 0.124 hartree/bohr. Number 12: largest force on an atom 0.010 hartree/bohr.